(1)
A structure of composition C19H30N4P2PdS. Source: OMol25; level of theory: ωB97M-V with the def2-TZVPD basis set.

Results
LUMO level	0.58	eV
molecular weight	514.91	g/mol
total energy	-2169.80505	Eh
relative energy (zero: lowest compared OMol25 entry of this formula, charge and spin)	41.5	kJ/mol
charge	0

```
57
Properties=species:S:1:pos:R:3:forces:R:3
Pd 0.07969 -0.65494 -0.79055 0.33 0.02 0.07
C 3.31337 -1.54692 -1.83939 -0.02 -0.02 0.01
P 1.84068 -0.54593 -2.22523 -0.06 -0.01 -0.06
C 1.63358 -0.81988 -4.01422 0.02 -0.01 -0.01
C 2.45704 1.17704 -2.11570 0.03 0.02 0.01
C 3.56136 1.60961 -2.84933 0.00 0.00 0.00
C 4.01369 2.91297 -2.73881 0.01 0.00 -0.01
C 3.36259 3.80090 -1.89114 -0.01 0.01 0.00
C 2.26386 3.37993 -1.16130 0.00 -0.01 0.00
C 1.79984 2.06861 -1.26346 0.03 -0.01 -0.06
P 0.32230 1.46931 -0.32882 -0.19 -0.21 0.20
C -0.98997 2.52539 -0.99314 -0.01 0.00 0.00
C 0.65256 2.07528 1.34882 0.00 0.03 -0.01
H 4.15457 -1.31746 -2.49483 -0.01 0.01 0.00
H 3.04940 -2.60004 -1.94522 0.01 0.00 0.00
H 3.60114 -1.36978 -0.80347 0.00 0.00 0.00
H 2.55545 -0.64147 -4.56941 0.00 0.00 -0.01
H 0.85028 -0.16241 -4.38941 0.00 0.00 0.00
H 1.31336 -1.85122 -4.16726 0.00 0.00 0.00
H 4.07672 0.92346 -3.51187 0.00 0.00 0.00
H 4.87299 3.23855 -3.31061 0.00 0.00 0.00
H 3.71285 4.82119 -1.80234 0.00 0.00 0.00
H 1.76135 4.08174 -0.50581 0.01 0.00 0.00
H -0.78527 3.57618 -0.78291 -0.02 -0.01 0.00
H -1.91575 2.20504 -0.51978 -0.02 0.03 0.00
H -1.05839 2.38171 -2.07146 0.02 0.00 0.00
H 0.63026 3.16570 1.37687 0.00 0.00 -0.02
H 1.63455 1.73715 1.67928 -0.01 -0.01 -0.01
H -0.11284 1.67346 2.01075 0.03 0.03 0.04
N -3.01698 -1.51164 -1.45206 0.03 0.01 0.05
N -2.98846 -2.36531 -0.34198 -0.08 0.02 0.07
C -1.85678 -2.99486 -0.02300 0.22 0.12 0.00
N -1.82464 -3.58417 1.18150 -0.04 -0.01 0.07
S -0.48553 -3.07036 -1.04877 -0.14 -0.06 0.00
H -2.65275 -0.61157 -1.11628 -0.10 -0.02 0.02
H -3.97402 -1.44160 -1.76912 -0.01 0.01 0.00
H -3.56723 -2.10537 0.45232 0.02 0.03 -0.04
H -2.43165 -3.24755 1.92065 0.04 -0.01 -0.05
H -0.91683 -3.89709 1.48097 0.00 0.00 0.00
C 0.93713 -1.37294 2.07230 0.10 -0.02 0.05
C -0.44462 -1.06814 2.58980 -0.11 -0.02 -0.19
C -0.74869 -1.50151 3.87363 -0.06 -0.07 0.04
C -2.00897 -1.37166 4.43963 0.01 0.05 -0.05
C -2.98030 -0.71064 3.69242 0.00 -0.01 0.05
C -2.72516 -0.22800 2.42229 0.00 -0.03 -0.09
C -3.77823 0.56223 1.69556 0.00 0.04 0.04
C -1.45670 -0.44751 1.77111 0.07 -0.13 0.13
N -1.38242 -0.05131 0.48659 -0.05 0.20 -0.15
H 1.53725 -1.82354 2.86598 -0.01 0.04 0.01
H 1.47563 -0.48721 1.72884 0.00 0.01 -0.04
H 0.92642 -2.08199 1.23875 -0.01 0.02 -0.03
H 0.03870 -1.98202 4.44759 -0.01 0.00 0.00
H -2.21482 -1.73132 5.43839 0.00 0.00 0.00
H -3.96518 -0.54382 4.11878 0.00 0.00 0.01
H -4.65953 0.69581 2.32473 -0.01 0.00 0.00
H -4.09555 0.10986 0.75162 0.03 -0.04 -0.03
H -3.39134 1.55003 1.42748 -0.02 -0.01 -0.02
```
Positions in Å, forces in eV/Å.

(2)
A cluster of 2 separate species, C19H30N6O3 in total. Source: OMol25; level of theory: ωB97M-V with the def2-TZVPD basis set.

Results
LUMO level	0.40	eV
molecular weight	390.49	g/mol
total energy	-1296.31409	Eh
relative energy (zero: lowest compared OMol25 entry of this formula, charge and spin)	146.0	kJ/mol
charge	0

```
58
Properties=species:S:1:pos:R:3:forces:R:3
O -0.65637 -1.06541 -6.03197 0.36 -0.34 -0.47
O 0.09395 0.02599 5.73556 -0.06 -0.05 -0.40
O -1.94153 1.21772 1.78698 0.39 0.03 0.03
N -2.12500 1.27809 -2.99519 -1.34 -0.80 -0.92
N 0.09792 1.75748 -2.42383 0.60 0.74 0.93
C 0.13398 -0.47992 -5.30310 -0.74 -0.97 -1.16
C -0.46244 -0.96280 5.27947 0.49 0.85 1.71
C -1.56653 0.06937 1.98521 0.03 1.11 0.61
C 1.93458 0.82979 -3.62556 0.65 -0.74 -0.95
C 2.40684 0.05287 -4.65775 -1.52 0.87 1.18
C -1.21126 1.89500 -2.25347 0.03 1.12 1.31
C -1.70563 0.50315 -3.98958 -1.02 0.63 0.85
C 0.51083 0.98359 -3.40986 1.25 0.61 0.70
C -0.36785 0.33601 -4.22928 1.03 -0.53 -0.76
N -2.25994 -0.92922 1.42105 -0.17 -1.38 -0.53
N 1.50744 -0.60466 -5.50891 1.19 0.69 0.81
N -1.65614 2.74204 -1.24940 0.09 -0.21 -0.22
N -0.68664 -1.15274 3.97826 -0.29 0.10 -1.61
C -0.93883 -2.05381 6.20950 0.01 0.05 -0.09
C -2.03174 -2.37345 1.47540 0.02 0.52 0.01
C 2.01388 -1.42974 -6.60487 -0.33 -0.18 -0.21
C -0.68877 3.42619 -0.37018 0.01 -0.27 -0.36
C -3.08703 2.76733 -0.89185 0.24 -0.13 -0.35
C 3.50931 -0.84855 2.53730 -0.51 0.25 0.04
C 1.16923 0.22383 0.87876 -0.29 -0.31 0.41
C 2.16323 -0.39917 3.12197 -0.09 -0.39 -0.16
C 0.94754 -0.57558 2.17820 0.46 0.45 -0.18
C -0.36186 -0.17851 2.91813 0.37 -0.48 -0.08
H 2.61153 1.34894 -2.95685 -0.05 -0.10 -0.14
H 3.48052 -0.04285 -4.80556 -0.37 -0.24 -0.32
H -2.44371 0.00473 -4.61230 0.04 0.09 0.13
H -3.02678 -0.60853 0.84815 0.07 0.06 0.10
H -1.16113 -1.99600 3.70713 0.08 0.00 0.04
H -0.69183 -1.77187 7.23265 -0.02 -0.02 -0.18
H -2.01751 -2.16587 6.11566 -0.07 -0.19 0.02
H -0.43894 -2.98663 5.95808 -0.10 -0.21 0.04
H -2.39693 -2.77812 2.42021 -0.05 -0.25 -0.04
H -0.97429 -2.60550 1.35330 -0.03 -0.06 0.03
H -2.57872 -2.85423 0.66227 0.08 0.12 0.12
H 1.72364 -2.47491 -6.45515 -0.04 0.19 -0.08
H 3.10550 -1.38281 -6.66690 -0.25 0.19 0.28
H 1.60440 -1.08547 -7.56069 -0.02 -0.11 0.23
H -1.18668 4.16410 0.26613 -0.18 -0.29 -0.26
H -0.18702 2.70457 0.27815 0.00 0.11 -0.02
H 0.06530 3.95531 -0.96225 -0.13 -0.21 0.02
H -3.68508 3.12478 -1.73647 0.08 -0.15 0.08
H -3.42969 1.76514 -0.61450 -0.01 0.17 -0.06
H -3.27266 3.43159 -0.04239 0.38 -0.16 -0.18
H 3.82850 -0.16987 1.74640 0.12 -0.14 -0.06
H 4.26364 -0.84018 3.32479 0.04 -0.03 -0.09
H 3.42314 -1.86072 2.14107 0.14 -0.04 -0.09
H 2.02187 -0.17314 0.32935 0.04 0.04 0.04
H 0.30701 0.15474 0.21555 -0.04 0.14 -0.06
H 1.35871 1.27103 1.11416 -0.02 0.07 -0.10
H 2.00056 -0.98937 4.02272 -0.17 0.13 0.17
H 2.24273 0.64768 3.42001 -0.16 0.04 0.09
H 0.88649 -1.62863 1.90556 -0.04 -0.26 0.03
H -0.17372 0.78721 3.39076 -0.22 -0.14 0.11
```
Positions in Å, forces in eV/Å.

(3)
The molecule C19H30N6O4. Source: OMol25; level of theory: ωB97M-V with the def2-TZVPD basis set.

Results
LUMO level	0.64	eV
molecular weight	406.49	g/mol
total energy	-1371.60440	Eh
relative energy (zero: lowest compared OMol25 entry of this formula, charge and spin)	8.4	kJ/mol
charge	0

```
59
Properties=species:S:1:pos:R:3:forces:R:3
C -0.55608 -0.95623 -2.22439 0.18 -0.12 0.08
C -0.11021 -2.20865 -1.47541 -0.14 -0.04 -0.09
C -1.25274 -2.90358 -0.72931 0.21 0.13 0.11
C -1.43180 -2.42380 0.71423 -0.07 -0.80 -0.25
N -1.68795 -1.01070 0.81424 -0.01 0.51 0.16
C -0.89954 -0.04883 1.34249 -0.18 -0.13 0.00
N -1.43226 1.15917 1.24342 -0.07 0.56 0.04
C -2.61848 0.97266 0.62960 0.18 -1.37 -0.13
C -2.81663 -0.37120 0.34764 -0.05 0.84 0.08
C -4.01675 -0.85156 -0.26696 0.25 -0.01 0.12
O -4.29763 -2.00580 -0.53257 0.03 -0.17 0.04
N -4.89481 0.20056 -0.54597 -0.20 -0.10 -0.11
C -4.71722 1.55312 -0.28964 0.18 0.16 0.09
O -5.56813 2.36374 -0.58521 -0.26 0.13 -0.11
N -3.53578 1.92469 0.31514 -0.08 0.05 0.00
C -3.28154 3.31357 0.62724 -0.01 0.30 0.04
H -3.05323 3.41164 1.68784 0.00 0.05 -0.02
H -2.43121 3.67424 0.04814 -0.01 0.04 0.03
H -4.17525 3.87994 0.37365 0.13 -0.05 0.04
C -6.16246 -0.13596 -1.17388 -0.27 -0.11 -0.14
H -6.98677 0.17419 -0.53243 0.02 -0.01 -0.06
H -6.18035 -1.21305 -1.32194 -0.02 0.14 0.01
H -6.25046 0.38278 -2.12797 -0.03 -0.02 0.05
C 0.40396 -0.29896 2.01912 0.19 -0.10 -0.03
N 1.46260 -0.59969 1.06304 0.00 0.03 0.23
C 2.63196 -1.17426 1.70988 0.12 -0.19 -0.17
C 3.65975 -1.56185 0.64671 0.14 -0.12 0.39
N 4.01285 -0.40484 -0.14232 -0.15 0.00 -0.08
C 5.23296 0.16238 0.00478 0.03 0.07 -0.18
O 6.13092 -0.32820 0.64909 0.36 0.01 0.19
O 5.33848 1.32660 -0.67783 -0.30 -0.19 0.01
C 6.63055 1.93039 -0.67353 0.54 0.08 0.07
C 7.55046 1.29832 -1.70806 -0.36 0.03 0.23
H 8.50051 1.82470 -1.72104 0.13 0.05 -0.03
H 7.72729 0.25636 -1.45350 0.06 -0.06 0.00
H 7.09951 1.35076 -2.69629 0.01 0.03 -0.11
H 6.44701 2.98326 -0.89896 0.01 -0.12 0.07
H 7.06624 1.83270 0.32614 -0.10 0.11 -0.15
C 2.87198 0.23543 -0.75358 -0.22 0.34 -0.01
H 3.19728 1.13083 -1.27956 -0.10 -0.12 0.00
C 1.84270 0.59232 0.31876 0.03 -0.04 -0.35
H 0.94902 1.00934 -0.14722 0.03 0.07 -0.02
H 2.27014 1.35632 0.99154 -0.03 0.01 -0.01
H 2.42848 -0.46611 -1.46722 -0.03 0.08 -0.02
H 4.56741 -1.94721 1.11232 -0.13 -0.02 -0.08
H 3.23305 -2.32069 -0.01714 0.01 -0.01 0.06
H 2.32855 -2.06727 2.26157 0.01 0.02 0.03
H 3.09386 -0.46508 2.41807 0.00 -0.03 0.02
H 0.30143 -1.15032 2.69853 0.05 0.07 0.01
H 0.63631 0.59570 2.61896 -0.07 -0.11 0.00
H -2.28335 -2.95445 1.15187 0.16 0.06 0.07
H -0.53042 -2.64204 1.28830 -0.08 0.03 0.02
H -2.19247 -2.76937 -1.26533 -0.02 -0.10 0.03
H -1.05695 -3.97589 -0.67491 -0.06 -0.05 0.03
H 0.30802 -2.90848 -2.20216 0.06 -0.02 0.03
H 0.67510 -1.94689 -0.76316 0.06 -0.10 -0.09
H 0.26092 -0.56231 -2.82578 0.05 0.10 -0.10
H -1.38576 -1.18718 -2.88967 -0.09 0.03 -0.09
H -0.87532 -0.17397 -1.54140 -0.09 0.16 0.06
```
Positions in Å, forces in eV/Å.